The following is a DFT calculation (ωB97M-V with the def2-TZVPD basis set) of a cluster of 2 separate species, CH3NO3 in total at a distorted geometry.

XYZ file:
```
8
Properties=species:S:1:pos:R:3:nbo_charge:R:1
C -0.6661 -0.0006 -0.3282 0.29
N 2.2832 -0.0786 0.2300 0.22
O 2.3620 1.0762 -0.5607 -0.52
O 3.2568 -0.7535 0.1464 -0.17
O -0.5179 0.7302 0.5882 -0.51
H -1.4771 -0.7119 -0.5222 0.12
H 0.1176 0.1198 -1.2083 0.09
H 1.6369 1.5678 -0.3096 0.48
```

The expectation value of S² is 2.01. Its orbital gap (spin up / spin down) is 8.842 / 8.328 eV. The value obtained for the LUMO energy (spin up / spin down) is 0.667 / -2.236 eV. For the HOMO energy (spin up / spin down), the calculation gives -8.2 / -10.6 eV. As for the multiplicity: 3.

=====

The following is a DFT calculation (ωB97M-V with the def2-TZVPD basis set) of the ion CH3NO3S with charge -2 at a distorted geometry.

XYZ file:
```
9
Properties=species:S:1:pos:R:3:nbo_charge:R:1
C -0.1458 0.2994 0.2414 -0.54
N 1.1611 -0.4609 0.9084 -0.36
O 2.1533 -0.5267 -0.0160 -0.89
O -2.6336 -0.5985 0.3885 -1.10
O -2.0815 1.6603 1.1552 -1.13
S -1.7553 0.2128 1.1870 1.42
H -0.0230 1.3108 0.1893 0.17
H -0.2981 -0.3365 -0.6697 0.19
H 1.4045 0.1449 1.6715 0.25
```

Its orbital gap is 4.308 eV. The value obtained for the LUMO energy is 6.613 eV. For the HOMO energy, the calculation gives 2.3 eV. Its net charge is -2. As for the multiplicity: 1.

=====

The following is a DFT calculation (ωB97M-V with the def2-TZVPD basis set) of the molecule CH3NO3S at a distorted geometry.

XYZ file:
```
9
Properties=species:S:1:pos:R:3:nbo_charge:R:1
N -0.1882 0.6492 -0.2119 -1.16
S -1.1887 -0.3811 0.2090 2.08
O -2.5664 -0.5682 -0.0529 -0.88
O -0.2133 -1.5640 -0.3048 -0.76
C 1.1476 -1.0960 -0.4597 0.68
O 1.8817 -0.9162 0.4243 -0.49
H -0.5175 1.6339 0.0189 0.39
H -1.2260 -0.5054 1.6743 -0.01
H 1.3906 -1.0799 -1.5196 0.15
```

Its orbital gap is 11.450 eV. The value obtained for the LUMO energy is 0.504 eV. For the HOMO energy, the calculation gives -10.9 eV. As for the SMILES: N=[S@@H](=O)OC=O. As for the multiplicity: 1.

=====

The following is a DFT calculation (ωB97M-V with the def2-TZVPD basis set) of the molecule CH3NO3S at a distorted geometry.

XYZ file:
```
9
Properties=species:S:1:pos:R:3:nbo_charge:R:1
C -0.9068 0.2361 -0.4365 0.31
N -0.1083 -0.2565 0.5279 -0.87
O 1.5989 1.2753 -0.4740 -0.90
O 2.0895 -1.1701 -0.4417 -0.89
O -2.1747 0.1013 -0.2761 -0.65
S 1.7182 -0.0864 0.4442 1.67
H 0.8718 1.0842 -1.1641 0.51
H -0.5779 -0.6452 1.4423 0.37
H -2.5108 -0.5386 0.3779 0.46
```

Its orbital gap is 9.640 eV. The value obtained for the LUMO energy is 0.197 eV. For the HOMO energy, the calculation gives -9.4 eV. As for the multiplicity: 1.

=====

The following is a DFT calculation (ωB97M-V with the def2-TZVPD basis set) of a cluster of 2 separate species, CH3NO3S2 in total at a distorted geometry.

XYZ file:
```
10
Properties=species:S:1:pos:R:3:nbo_charge:R:1
C 1.3114 0.3978 0.5551 -0.67
N -1.9456 0.1905 0.0473 -1.07
O 3.6941 1.0781 0.2156 -0.89
O -0.7491 -2.0320 0.2438 -0.89
O -0.4616 -0.6648 -1.8290 -0.89
S 2.6112 0.3003 -0.3953 1.18
S -0.6500 -0.7589 -0.4109 2.18
H 1.1371 0.9238 1.4711 0.22
H -2.3947 0.7485 -0.6570 0.42
H -2.5527 -0.1835 0.7593 0.42
```

Its orbital gap is 8.737 eV. The value obtained for the LUMO energy is -1.271 eV. For the HOMO energy, the calculation gives -10.0 eV. As for the multiplicity: 1.

=====

The following is a DFT calculation (ωB97M-V with the def2-TZVPD basis set) of a structure of composition CH3NOP2S at a distorted geometry.

XYZ file:
```
9
Properties=species:S:1:pos:R:3:nbo_charge:R:1
C -0.9907 -1.0354 0.7021 -0.31
N 0.1167 -1.6235 0.4382 -0.50
O 0.3318 1.6342 0.3876 -1.05
P -1.5557 0.5921 0.1272 0.72
P 1.6751 1.1017 -0.1146 0.95
S 1.4284 -0.9970 -0.4245 0.16
H -1.6023 -1.4197 1.4723 0.21
H -1.0506 0.6798 -1.1613 -0.04
H 1.6471 1.0678 -1.4269 -0.14
```

Its orbital gap (spin up / spin down) is 6.988 / 6.987 eV. The value obtained for the LUMO energy (spin up / spin down) is -1.492 / -1.493 eV. For the HOMO energy (spin up / spin down), the calculation gives -8.5 / -8.5 eV. As for the multiplicity: 1.

=====

Energy relative to the best compared isomer or geometry (same formula, charge and spin) (eV)
0.000; 0.910; 3.123; 2.607; 1.779; 3.181